Computed, not measured: a cluster of 2 separate species, C4H8ClN in total at a distorted geometry, with ωB97M-V/def2-TZVPD.

Cartesian coordinates (Å):
C  -1.3082  -1.7317  0.2732
C  -1.8645  -0.5651  0.1048
C  0.7472  1.3477  0.9783
C  1.0261  0.1508  -1.1852
N  0.2270  0.8645  -0.2650
Cl  -3.1328  0.4723  -0.0589
H  -1.8885  -2.6789  0.3172
H  -0.2850  -1.9012  0.3592
H  0.5526  0.4850  1.5955
H  1.7752  1.6250  0.7211
H  0.1127  2.1917  1.3612
H  1.5176  0.7601  -1.8622
H  1.9903  -0.3284  -0.6177
H  0.5301  -0.6919  -1.7215

Atoms 1-2, force components in eV/Å:
-3.0 -0.9 -0.2
1.7 0.8 0.1

The energy above the lowest of the compared OMol25 structures with the same formula, charge and spin is 124.1 kcal/mol. Its electronic energy is -671.9389 hartree. The lowest unoccupied orbital energy (spin up / spin down) comes out at 0.3826 / 0.5674 eV.


Computed, not measured: a structure of composition C4H3CoO5 at a distorted geometry, with ωB97M-V/def2-TZVPD.

Cartesian coordinates (Å):
C  0.5742  -0.6167  -0.3509
C  -0.7702  -0.2421  -0.4080
O  -1.1261  0.7575  0.5635
C  -2.1099  1.6220  0.3085
O  -2.6111  1.7966  -0.7702
O  -2.3120  2.3370  1.4035
H  0.7099  -1.6904  -0.5128
H  -1.5989  -0.9348  -0.5595
H  -2.7644  3.1613  1.1808
O  2.8986  -0.0533  -1.8777
O  2.3341  1.1773  -0.0720
C  2.1038  0.3385  -1.0351
Co  1.1117  0.6417  1.2688

Atoms 1-2, force components in eV/Å:
1.6 0.3 0.5
-1.9 1.1 0.7

As for the charge: +1. The energy above the lowest of the compared OMol25 structures with the same formula, charge and spin is 40.1 kcal/mol. Its electronic energy is -1912.6602 hartree. As for the spin multiplicity: 6. The lowest unoccupied orbital energy (spin up / spin down) comes out at -6.2951 / -9.1063 eV.


Computed, not measured: the molecule C17H11N3O2, with ωB97M-V/def2-TZVPD.

Cartesian coordinates (Å):
N  5.8205  -4.1760  -0.6427
C  4.8572  -3.7846  -0.1602
C  3.6658  -3.3092  0.4353
C  2.4710  -3.3322  -0.2845
C  1.3106  -2.8751  0.3058
C  1.3244  -2.3868  1.6082
C  2.5185  -2.3579  2.3174
C  3.6853  -2.8191  1.7411
H  4.6150  -2.7970  2.2897
H  2.5351  -1.9660  3.3230
C  0.0468  -1.8899  2.2313
H  -0.6153  -2.7244  2.4800
H  0.2688  -1.3114  3.1342
O  -0.7107  -1.0828  1.3302
C  -0.1870  0.1237  1.0541
O  0.8435  0.5272  1.5192
C  -1.0545  0.8713  0.0974
N  -0.9487  2.1783  0.0925
C  -1.7207  2.8638  -0.7684
C  -1.6465  4.2716  -0.8107
C  -2.4443  4.9637  -1.6778
C  -3.3406  4.2908  -2.5287
C  -3.4349  2.9266  -2.5142
C  -2.6252  2.1822  -1.6349
N  -2.7074  0.8346  -1.6160
C  -1.9423  0.1954  -0.7777
H  -2.0112  -0.8832  -0.7735
H  -4.1137  2.3921  -3.1601
H  -3.9586  4.8679  -3.2006
H  -2.3940  6.0417  -1.7170
H  -0.9513  4.7635  -0.1491
H  0.3822  -2.8897  -0.2465
H  2.4624  -3.7090  -1.2965

Atoms 1-2, force components in eV/Å:
0.3 -0.1 -0.2
0.4 -0.2 -0.2

Its SMILES is N#Cc1ccc(COC(=O)c2cnc3ccccc3n2)cc1. Its electronic energy is -969.1823 hartree. The lowest unoccupied orbital energy comes out at -0.7431 eV.


Computed, not measured: a cluster of 8 separate species, C60H124N12 in total at a distorted geometry, with ωB97M-V/def2-TZVPD.

Cartesian coordinates (Å):
C  15.5282  -27.7806  -21.4155
C  16.7783  -27.9421  -20.5031
N  17.3584  -29.2863  -20.3948
C  16.7052  -30.4739  -20.4489
C  17.6626  -31.5106  -20.2298
N  18.8984  -30.9169  -20.1114
C  18.6397  -29.5740  -20.1218
C  20.1784  -31.5707  -19.8382
H  14.7334  -28.4349  -21.0574
H  15.8411  -28.1171  -22.4039
H  15.2920  -26.7165  -21.4162
H  16.7467  -27.4589  -19.5265
H  17.5830  -27.2933  -20.8491
H  15.6260  -30.4483  -20.4817
H  17.4908  -32.5723  -20.1315
H  19.3984  -28.8056  -20.1407
H  21.0108  -31.0949  -20.3567
H  20.1236  -32.6013  -20.1889
H  20.4607  -31.4005  -18.7993
C  18.5917  -29.9297  -23.6149
C  19.1056  -30.0858  -25.1130
N  19.8832  -28.9987  -25.5159
C  21.1756  -28.7220  -25.1799
C  21.4334  -27.4714  -25.7829
N  20.3178  -27.0188  -26.4465
C  19.3561  -27.9273  -26.1962
C  20.2383  -25.7619  -27.1992
H  18.2535  -30.9295  -23.3425
H  17.7946  -29.2104  -23.4272
H  19.2996  -29.6800  -22.8246
H  18.3575  -30.2848  -25.8804
H  19.7695  -30.9500  -25.1362
H  21.8843  -29.4509  -24.8152
H  22.3206  -26.8645  -25.8870
H  18.3744  -27.9462  -26.6460
H  20.3237  -25.1090  -26.3306
H  19.3148  -25.6813  -27.7725
H  21.0674  -25.7392  -27.9064
C  15.1452  -29.1791  -24.6739
C  14.3039  -29.0501  -25.9915
N  12.8707  -28.8218  -25.6696
C  12.3163  -27.5847  -25.6546
C  10.9517  -27.7375  -25.5235
N  10.6667  -29.0297  -25.1995
C  11.8452  -29.6700  -25.4248
C  9.3945  -29.5444  -24.8358
H  14.4716  -28.8770  -23.8720
H  16.0102  -28.5214  -24.7591
H  15.4510  -30.2093  -24.4917
H  14.2916  -29.8924  -26.6832
H  14.6608  -28.2238  -26.6064
H  12.7509  -26.6401  -25.9468
H  10.1629  -27.0752  -25.8482
H  11.9651  -30.7407  -25.4996
H  9.1311  -29.0793  -23.8858
H  9.4678  -30.6319  -24.8255
H  8.6458  -29.4904  -25.6261
C  26.7336  -27.0149  -33.7586
C  25.8452  -27.3925  -32.5386
N  24.7957  -26.4207  -32.1724
C  23.9541  -26.5990  -31.1016
C  23.0673  -25.4962  -31.1947
N  23.3948  -24.7238  -32.2610
C  24.5165  -25.2522  -32.8590
C  22.5825  -23.6354  -32.7620
H  27.3056  -26.0891  -33.6959
H  26.1185  -26.5437  -34.5253
H  27.3100  -27.8933  -34.0488
H  26.3541  -27.6426  -31.6077
H  25.3157  -28.3010  -32.8254
H  24.0319  -27.4273  -30.4130
H  22.2222  -25.2491  -30.5694
H  24.9522  -24.9008  -33.7827
H  22.5804  -23.5506  -33.8487
H  22.8610  -22.6958  -32.2849
H  21.5633  -23.8342  -32.4305
C  24.3209  -28.4600  -23.0706
C  25.1702  -29.5411  -22.3491
C  24.8092  -30.9447  -22.6209
C  25.4389  -31.4231  -23.9344
N  24.5721  -32.4093  -24.8661
C  25.2912  -32.6678  -26.1529
C  24.1813  -33.0803  -27.0794
C  22.9250  -32.3035  -26.6692
C  23.2548  -31.6738  -25.2989
C  24.2028  -33.7019  -23.9768
H  24.3452  -27.5232  -22.5138
H  23.2361  -28.4756  -22.9658
H  24.5846  -28.3343  -24.1208
H  25.0594  -29.3683  -21.2786
H  26.1873  -29.3591  -22.6963
H  23.7255  -31.0326  -22.5434
H  25.0682  -31.5656  -21.7632
H  26.3813  -31.9633  -23.8445
H  25.5767  -30.6532  -24.6936
H  25.9957  -33.4857  -26.0016
H  25.7246  -31.7498  -26.5497
H  23.9921  -34.1493  -27.1765
H  24.3916  -32.8084  -28.1138
H  22.0419  -32.9202  -26.5022
H  22.7673  -31.5616  -27.4521
H  22.5102  -31.7757  -24.5094
H  23.5071  -30.6220  -25.4343
H  23.7583  -33.3962  -23.0296
H  25.1588  -34.2194  -23.8965
H  23.3993  -34.1375  -24.5706
C  12.5462  -33.1631  -26.1620
C  13.1876  -34.5950  -26.2462
C  14.5928  -34.9212  -25.6520
C  14.5492  -34.8892  -24.0897
N  15.8705  -35.0153  -23.2802
C  16.8122  -36.1379  -23.5596
C  17.2034  -36.6566  -22.1105
C  16.6972  -35.6367  -21.0331
C  15.4496  -35.0247  -21.7553
C  16.6599  -33.6444  -23.5093
H  11.5704  -33.1314  -26.6466
H  13.1384  -32.3943  -26.6584
H  12.4352  -32.8241  -25.1320
H  13.3917  -34.8547  -27.2849
H  12.5384  -35.4530  -26.0714
H  15.3340  -34.2517  -26.0883
H  14.8093  -35.9799  -25.7946
H  14.1886  -35.8419  -23.7018
H  14.1470  -33.9452  -23.7220
H  17.6913  -35.7689  -24.0881
H  16.3665  -36.9612  -24.1178
H  18.2560  -36.8695  -21.9236
H  16.7372  -37.6195  -21.9019
H  17.3771  -34.7966  -20.8920
H  16.5232  -36.0089  -20.0235
H  14.9341  -34.1533  -21.3516
H  14.8161  -35.9052  -21.6483
H  15.9525  -32.8178  -23.4417
H  17.0244  -33.8650  -24.5126
H  17.4695  -33.6075  -22.7805
C  20.1425  -20.9987  -30.7441
C  18.6735  -20.8334  -30.3514
C  18.0182  -22.0878  -29.7039
C  16.4618  -21.9251  -29.8177
N  15.6091  -23.2249  -29.6101
C  15.8783  -24.2961  -30.7200
C  15.5132  -25.6659  -30.1136
C  16.1016  -25.5021  -28.7269
C  15.9292  -23.9630  -28.3526
C  14.1369  -22.7542  -29.6785
H  20.3295  -22.0044  -31.1204
H  20.7523  -20.7589  -29.8730
H  20.3808  -20.4389  -31.6485
H  18.0460  -20.5362  -31.1916
H  18.5449  -19.8998  -29.8038
H  18.2735  -22.1921  -28.6494
H  18.5169  -22.9181  -30.2039
H  16.0984  -21.6247  -30.8004
H  16.1620  -21.2541  -29.0127
H  15.2862  -24.0632  -31.6050
H  16.9415  -24.2377  -30.9530
H  14.4623  -25.9456  -30.0400
H  15.9965  -26.5200  -30.5880
H  15.6701  -26.1864  -27.9964
H  17.1736  -25.6790  -28.6409
H  15.0408  -23.9412  -27.7214
H  16.7292  -23.4693  -27.8010
H  14.1104  -21.9931  -30.4583
H  14.0263  -22.4365  -28.6418
H  13.4896  -23.6004  -29.9089
C  22.9328  -21.1157  -27.7870
C  22.4992  -22.5907  -27.7948
C  23.6495  -23.4727  -27.4777
C  24.8150  -23.3327  -28.4239
N  26.0908  -24.1954  -28.0476
C  25.8868  -25.7433  -28.1329
C  26.9532  -26.3854  -27.3639
C  27.5152  -25.2759  -26.4385
C  26.6905  -24.0260  -26.6569
C  27.0248  -23.8711  -29.2139
H  23.1888  -20.7959  -26.7769
H  22.0306  -20.5804  -28.0830
H  23.8252  -20.7907  -28.3219
H  22.0458  -22.9678  -28.7115
H  21.7099  -22.5935  -27.0432
H  23.2179  -24.4421  -27.2286
H  24.0346  -23.1739  -26.5028
H  25.2079  -22.3197  -28.5117
H  24.5732  -23.5868  -29.4559
H  25.8098  -26.0478  -29.1766
H  24.8890  -25.9129  -27.7284
H  27.8407  -26.8301  -27.8141
H  26.5483  -27.2270  -26.8019
H  28.5821  -25.1212  -26.5994
H  27.2387  -25.6143  -25.4400
H  27.2205  -23.0736  -26.6424
H  25.8422  -24.0020  -25.9728
H  26.6978  -24.0583  -30.2367
H  27.9063  -24.5015  -29.0972
H  27.3971  -22.8652  -29.0200

Atoms 1-2, force components in eV/Å:
1.7 -0.9 0.9
0.6 1.7 -0.1

As for the charge: +7. Its electronic energy is -3014.6012 hartree. As for the spin multiplicity: 2. The lowest unoccupied orbital energy (spin up / spin down) comes out at -12.0830 / -12.1364 eV.


Computed, not measured: a structure of composition C28H48BrMnN6O7P3S2 at a distorted geometry, with ωB97M-V/def2-TZVPD.

Cartesian coordinates (Å):
Mn  -0.4191  0.8547  0.9086
O  3.0387  -2.1892  2.2163
C  3.8484  -1.1204  2.3276
C  5.2153  -1.3948  2.4123
C  6.1439  -0.3735  2.5136
C  5.7175  0.9473  2.5441
C  4.3573  1.2144  2.4827
C  3.3988  0.2128  2.3555
C  1.9344  0.6695  2.3273
O  1.4318  0.8968  1.0628
N  1.0585  -0.3046  3.0167
N  -0.2924  -0.1984  2.4972
C  -1.0206  -1.2991  2.9643
C  -2.1366  -1.1858  3.6433
Br  -2.7601  0.7815  0.8176
C  -3.2678  -0.9863  4.2698
C  -4.5805  -0.8943  3.5830
C  -5.5580  -0.0260  4.0653
C  -6.7548  0.1434  3.3819
C  -7.0003  -0.5735  2.2187
C  -6.0417  -1.4612  1.7448
C  -4.8412  -1.6177  2.4203
H  2.1194  -1.8614  2.2546
H  5.5210  -2.4350  2.4128
H  7.2000  -0.6106  2.5692
H  6.4320  1.7574  2.6352
H  4.0082  2.2421  2.5354
H  1.9351  1.6149  2.8887
H  1.0207  -0.0837  4.0052
H  -0.5636  -2.2831  2.8149
H  -3.2652  -0.8417  5.3480
H  -5.3599  0.5469  4.9648
H  -7.4933  0.8467  3.7488
H  -7.9257  -0.4267  1.6734
H  -6.2296  -2.0204  0.8353
H  -4.0802  -2.2933  2.0477
C  -3.5444  4.8728  0.0358
C  -2.2694  5.6429  -0.2381
O  -1.2994  5.3930  0.7861
P  -0.2222  4.2021  0.7142
S  -0.0733  3.4063  2.5040
S  -0.5398  3.0184  -0.8548
O  1.0887  5.1049  0.3729
C  2.3566  4.4344  0.2734
C  3.2304  4.7723  1.4680
H  -4.3096  5.1464  -0.6982
H  -3.9125  5.0978  1.0389
H  -3.3589  3.7982  -0.0261
H  -2.4488  6.7177  -0.2160
H  -1.8601  5.3716  -1.2123
H  2.8187  4.7747  -0.6550
H  2.2146  3.3527  0.2002
H  3.4400  5.8451  1.4995
H  4.1764  4.2262  1.4095
H  2.7041  4.4961  2.3828
C  2.1052  -4.1403  -3.7013
N  1.8856  -3.9591  -2.2768
C  2.7680  -4.7759  -1.4398
P  1.5566  -2.4378  -1.6826
O  1.2928  -2.4677  -0.2450
O  0.2979  -2.0617  -2.6439
P  -0.8695  -0.9914  -2.2291
O  -0.4303  -0.0091  -1.2275
N  -1.2514  -0.3397  -3.6876
C  -0.7842  -0.8491  -4.9646
C  -1.6999  1.0531  -3.6872
N  -2.1528  -1.8977  -1.7604
C  -2.9349  -2.6507  -2.7211
C  -2.0758  -2.5205  -0.4302
N  2.7364  -1.3772  -2.1877
C  3.3955  -0.5895  -1.1324
C  2.5504  -0.6218  -3.4236
H  1.9840  -5.1971  -3.9484
H  3.1131  -3.8280  -4.0109
H  1.3684  -3.5716  -4.2698
H  2.4636  -5.8237  -1.5023
H  2.6997  -4.4536  -0.4021
H  3.8154  -4.6971  -1.7607
H  -0.4232  -1.8690  -4.8578
H  0.0258  -0.2330  -5.3688
H  -1.6042  -0.8462  -5.6890
H  -1.9779  1.3601  -2.6796
H  -2.5707  1.1625  -4.3399
H  -0.9097  1.7262  -4.0335
H  -3.0165  -2.0953  -3.6549
H  -3.9391  -2.7997  -2.3185
H  -2.4996  -3.6378  -2.9268
H  -1.3204  -2.0312  0.1766
H  -1.8135  -3.5811  -0.5159
H  -3.0340  -2.4117  0.0785
H  3.5987  -1.2230  -0.2743
H  2.7812  0.2473  -0.7870
H  4.3465  -0.2154  -1.5199
H  2.0762  -1.2348  -4.1875
H  3.5284  -0.3081  -3.7933
H  1.9366  0.2758  -3.2657

Atoms 1-2, force components in eV/Å:
0.7 0.8 -0.1
-0.2 0.0 -0.1

As for the charge: -1. The energy above the lowest of the compared OMol25 structures with the same formula, charge and spin is 12.9 kcal/mol. Its electronic energy is -7496.7633 hartree. As for the spin multiplicity: 5. The lowest unoccupied orbital energy (spin up / spin down) comes out at 2.1884 / 2.1885 eV.


Computed, not measured: a structure of composition C3H6ClMgO at a distorted geometry, with ωB97M-V/def2-TZVPD.

Cartesian coordinates (Å):
Mg  19.6845  1.3318  -22.8395
Cl  19.7827  2.3296  -24.8599
C  20.8275  -2.5939  -24.0152
C  21.0956  -1.1264  -24.1117
O  20.7708  -0.3382  -23.2241
C  21.8347  -0.6826  -25.3404
H  20.3375  -2.9410  -23.1054
H  21.7954  -3.0957  -24.0833
H  20.2011  -2.9467  -24.8372
H  22.2410  -1.5304  -25.8761
H  22.6513  -0.0308  -25.0188
H  21.1438  -0.0435  -25.8947

Atoms 1-2, force components in eV/Å:
1.0 -0.4 -1.7
-0.3 -0.2 1.1

As for the charge: +1. The energy above the lowest of the compared OMol25 structures with the same formula, charge and spin is 0.0 kcal/mol. Its electronic energy is -853.2517 hartree. The lowest unoccupied orbital energy comes out at -6.2865 eV.


Computed, not measured: a cluster of 2 separate species, C2HNS in total at a distorted geometry, with ωB97M-V/def2-TZVPD.

Cartesian coordinates (Å):
C  -0.1884  -0.1629  -1.2213
C  -0.3695  -0.0303  1.5834
N  0.2099  0.8029  -0.7335
S  1.0980  0.2970  1.9559
H  -0.7500  -0.9066  -1.5845

Atoms 1-2, force components in eV/Å:
1.3 3.4 1.6
-0.4 -0.1 0.1

The energy above the lowest of the compared OMol25 structures with the same formula, charge and spin is 50.7 kcal/mol. Its electronic energy is -529.4997 hartree. As for the spin multiplicity: 3. The lowest unoccupied orbital energy (spin up / spin down) comes out at -0.3087 / -3.0152 eV.


Computed, not measured: a structure of composition C5H10NS at a distorted geometry, with ωB97M-V/def2-TZVPD.

Cartesian coordinates (Å):
C  0.9948  -0.8127  -1.0555
C  0.5067  -2.0609  -1.0653
C  1.0942  -0.5981  0.4167
C  1.7748  0.2475  1.4569
C  -1.9827  -0.0250  -0.0098
N  -0.7240  0.6056  -0.1055
S  0.2588  -2.0961  0.7513
H  1.4995  -0.0938  -1.7519
H  0.2400  -2.7451  -1.9472
H  2.1130  1.2804  1.1522
H  2.7358  -0.2617  1.8180
H  1.0508  0.1568  2.2731
H  -2.7438  0.0396  -0.9056
H  -1.8882  -1.1541  -0.0176
H  -2.4505  0.1690  0.9377
H  -0.7202  1.4253  0.4898
H  -0.2688  0.7187  -1.0229

Atoms 1-2, force components in eV/Å:
2.9 0.2 -0.4
-0.5 0.2 -1.5

As for the charge: +1. The energy above the lowest of the compared OMol25 structures with the same formula, charge and spin is 101.3 kcal/mol. Its electronic energy is -649.0640 hartree. The lowest unoccupied orbital energy comes out at -5.2793 eV.


It is found that the M values, taken in the order of the records, are 105.6 190.0 289.3 1013.7 872.6 117.8 71.1 116.2 g mol⁻¹.